[1]
Entry from the OMol25 dataset: a molecular structure, C14H36AsIOP at a distorted geometry (ωB97M-V/def2-TZVPD).

XYZ file:
```
54
Properties=species:S:1:pos:R:3:forces:R:3
C 1.92353 -2.99516 -8.89900 -0.936 -0.682 2.069
C 1.63958 -3.21668 -7.52724 1.013 -0.469 -1.924
As 2.06073 -1.64332 -6.27912 1.569 -0.977 -1.983
P 2.54994 0.21555 -4.91011 0.865 0.022 2.288
O 4.25758 0.07131 -4.68900 -1.578 0.682 -1.109
I 2.10902 2.26031 -6.21122 0.223 0.018 -0.326
H 1.08859 -2.82307 -9.61071 0.762 -1.682 -0.224
H 2.98648 -2.93350 -9.21628 -0.760 1.836 0.283
H 1.21416 -4.17998 -7.14440 -1.478 1.472 -0.403
H 2.16849 -0.68286 -7.53159 -0.216 -0.025 -0.222
H 3.61216 -1.94219 -6.49656 0.531 0.221 0.449
H 2.00401 -2.54970 -5.00121 0.016 0.085 0.544
H 0.51667 -1.35396 -6.21383 -0.389 -0.097 0.100
H 4.59256 0.01281 -5.59962 0.373 -0.378 0.232
C 3.38955 -0.11452 -1.50990 -0.045 -0.095 0.152
C 1.90216 0.14723 -1.31080 0.011 0.008 0.018
C 1.57810 1.61650 -1.04717 -0.088 -0.006 0.033
C 2.19236 2.20016 0.22819 0.089 -0.044 -0.044
C 1.82102 1.47138 1.52008 0.014 0.166 -0.001
C 0.32851 1.50715 1.82461 0.020 -0.156 0.112
H 3.96583 0.13450 -0.61417 0.006 -0.008 0.007
H 3.55964 -1.17093 -1.73041 0.064 0.067 -0.055
H 3.77955 0.46799 -2.34486 0.010 -0.029 0.050
H 1.52283 -0.48186 -0.49751 -0.022 0.047 0.045
H 1.37119 -0.16589 -2.21233 0.035 0.037 0.039
H 0.49014 1.73722 -1.01517 0.015 0.033 0.003
H 1.92050 2.21271 -1.89937 -0.011 -0.074 -0.019
H 1.88596 3.24931 0.31201 -0.003 -0.015 0.037
H 3.28274 2.21398 0.13434 -0.032 -0.010 -0.022
H 2.35694 1.94459 2.34987 0.014 -0.049 -0.011
H 2.16502 0.43370 1.48562 0.004 0.029 -0.051
H -0.02673 2.53741 1.90956 -0.029 -0.027 -0.037
H 0.12475 0.99954 2.77131 -0.079 0.048 -0.013
H -0.25339 1.00476 1.04940 0.003 0.044 0.004
C -1.60549 -1.49937 4.40474 -0.036 -0.146 0.065
C -3.08773 -1.37062 4.07614 0.064 0.048 -0.103
C -3.48536 0.03301 3.61955 -0.117 0.010 -0.017
C -3.27765 1.13935 4.65666 0.121 -0.045 0.046
C -4.00721 0.93007 5.98427 -0.017 0.131 -0.076
C -5.52380 0.89174 5.83966 0.004 -0.090 0.145
H -1.31744 -0.85231 5.23569 0.027 0.001 -0.036
H -1.37055 -2.52765 4.68945 0.066 0.060 -0.007
H -0.99247 -1.24262 3.53768 0.005 0.032 0.050
H -3.68409 -1.67579 4.94136 -0.024 0.031 -0.015
H -3.32898 -2.07566 3.27494 -0.038 0.024 0.042
H -4.53487 0.01731 3.30947 0.019 0.024 0.000
H -2.91192 0.29034 2.72285 -0.001 -0.027 0.024
H -3.60254 2.08929 4.21895 -0.002 -0.017 0.022
H -2.20800 1.25398 4.85823 -0.022 -0.004 -0.036
H -3.74236 1.75228 6.65646 0.032 -0.056 0.002
H -3.66040 0.01340 6.47054 0.020 0.014 -0.034
H -5.89610 1.81897 5.39757 -0.007 -0.043 -0.029
H -5.99448 0.77173 6.81811 -0.053 0.019 -0.058
H -5.84874 0.05806 5.21431 -0.012 0.042 -0.008
```
Forces are in eV/Å.

Relative energy (zero: lowest compared OMol25 entry of this formula, charge and spin) ... 0.0 kcal per mole
Orbital gap ... 5.760 eV
Charge ... -1
Strongest force on any atom ... 2.71 eV Å⁻¹
LUMO energy ... 2.33 eV

***

[2]
Entry from the OMol25 dataset: a molecular structure, C14H36Br2FO12S4Zn at a distorted geometry (ωB97M-V/def2-TZVPD).

XYZ file:
```
70
Properties=species:S:1:pos:R:3:forces:R:3
Zn 23.42406 12.79967 -4.60151 1.331 0.477 1.863
F 24.61998 13.49712 -3.25070 -0.240 -0.308 -0.827
Br 28.78534 9.85061 -3.46272 0.004 -0.530 -0.085
C 28.46741 11.64920 -2.90706 -0.300 0.608 0.576
C 27.97879 12.52248 -4.03404 0.120 -0.282 -0.286
Br 29.31898 12.62727 -5.46320 -0.549 -0.024 -0.030
H 29.37321 11.97555 -2.40495 0.036 0.253 -0.253
H 27.65821 11.63111 -2.17303 0.088 -0.160 0.062
H 27.73951 13.54038 -3.74429 0.299 0.010 0.222
H 27.05764 12.07769 -4.40865 0.196 0.002 -0.435
O 31.30721 15.94017 -1.79174 -0.286 -0.304 -0.302
S 30.75298 15.22071 -2.90447 0.176 0.545 -0.934
O 31.12073 13.86031 -3.18164 -0.435 0.621 0.713
O 29.12410 15.33880 -2.80168 0.939 0.220 -0.757
C 28.53305 15.82385 -1.59005 0.035 -0.804 1.054
C 27.02316 15.87061 -1.73127 0.003 0.210 -0.245
C 31.01582 16.12868 -4.46548 0.320 -0.318 1.023
H 28.91640 16.76912 -1.19702 0.208 0.165 -0.774
H 28.84858 15.10836 -0.82140 -0.461 -0.014 0.069
H 26.66439 16.72654 -2.31006 0.327 0.266 0.189
H 26.65752 15.96217 -0.70792 -0.370 -0.058 -0.130
H 26.56247 15.02561 -2.24818 0.289 -0.386 0.406
H 30.31278 16.95495 -4.48274 -0.155 -0.148 -0.346
H 30.97619 15.38216 -5.25308 -0.563 0.169 -0.129
H 32.02662 16.53604 -4.47386 0.027 -0.086 0.367
O 23.60985 16.43728 -7.25669 -0.063 -1.134 1.370
S 24.07304 15.66027 -6.13278 2.024 1.454 -0.574
O 23.39036 14.44576 -5.71685 -0.387 -0.270 -0.723
O 25.58974 15.21833 -6.38926 -1.682 0.043 0.710
C 26.40811 16.09051 -7.24256 0.235 -0.687 -0.203
C 27.82215 15.80863 -6.85903 1.094 0.337 0.193
C 24.26336 16.66088 -4.65588 -0.371 -0.496 -0.200
H 26.14010 17.13336 -7.08148 -0.191 -0.073 -0.277
H 26.21143 15.69878 -8.24050 -0.066 0.741 -0.147
H 28.04557 16.07209 -5.82187 -0.299 -0.298 0.114
H 28.53018 16.42968 -7.41591 -0.322 0.047 -0.326
H 28.11136 14.77834 -7.05375 -0.157 -0.054 0.187
H 24.90192 17.51191 -4.87561 0.025 -0.041 -0.112
H 24.68672 16.00115 -3.89752 0.109 -0.051 -0.089
H 23.28337 16.99776 -4.32187 -0.047 0.044 -0.207
O 25.25874 9.31348 -3.20157 -0.841 0.969 -0.460
S 24.09245 10.02389 -2.76155 -0.139 -2.307 2.626
O 23.38300 10.98003 -3.58365 -0.011 0.327 -1.311
O 22.96651 8.94587 -2.27288 1.153 1.459 -0.874
C 22.71556 7.84628 -3.18686 -0.278 -0.990 1.050
C 21.70866 6.95012 -2.42635 -0.366 -0.149 -2.139
C 24.35822 10.72938 -1.14666 -0.375 0.403 -0.475
H 23.64420 7.29379 -3.32590 0.074 0.284 -0.241
H 22.30921 8.21661 -4.12594 0.120 0.049 -0.011
H 21.61395 7.24196 -1.39021 -0.017 -0.235 0.122
H 21.92508 5.89649 -2.61318 0.568 0.033 0.713
H 20.76376 6.99203 -2.97842 -0.284 0.557 0.631
H 23.37796 11.02547 -0.77847 -0.041 0.025 -0.072
H 24.97030 11.62241 -1.26648 0.102 -0.075 -0.076
H 24.78965 9.98998 -0.48013 0.176 -0.114 -0.239
O 21.80424 13.29170 -3.61846 -1.476 0.399 0.755
S 20.70489 13.54207 -2.69411 -0.557 0.607 0.788
O 19.36319 13.24906 -3.10474 0.998 -0.071 0.159
O 21.11274 12.70669 -1.37616 -0.151 0.869 -1.790
C 20.19991 12.73652 -0.28190 -0.458 -0.900 2.662
C 20.41546 11.40326 0.47590 -1.164 0.771 -0.487
C 20.74033 15.29835 -2.10090 1.125 -1.905 -0.716
H 19.14588 12.88152 -0.51390 0.153 -0.085 -0.732
H 20.46520 13.50345 0.45230 0.267 0.418 -0.552
H 21.46719 11.38294 0.74116 0.069 -0.768 -0.181
H 19.96155 10.61153 -0.12074 0.958 -0.363 -0.201
H 19.82503 11.33508 1.39209 0.121 0.581 0.106
H 21.67867 15.35392 -1.55058 -0.167 0.188 0.276
H 19.84572 15.43029 -1.50648 -0.034 0.230 -0.051
H 20.84159 15.90784 -2.99396 -0.464 0.102 -0.003
```
Forces are in eV/Å.

Orbital gap ... 7.931 eV
Charge ... +1
Strongest force on any atom ... 3.50 eV Å⁻¹
LUMO energy ... -3.53 eV

***

- charge of number 2 (C14H36Br2FO12S4Zn)?
  +1

***

- Which formula does entry 1 have?
  C14H36AsIOP

***

- Among the records above, which one has the lowest strongest force on any atom?
  C14H36AsIOP